A molecular structure, C5H7NO at a distorted geometry. Source: the OMol25 dataset; level of theory: wB97M-V/def2-TZVPD.

```
14
Properties=species:S:1:pos:R:3:forces:R:3:nbo_charge:R:1
O 2.67951 0.72508 -0.26133 -0.16 0.41 0.48 -0.60
N 0.48230 1.29614 0.12517 -2.38 0.43 1.71 -0.62
C 0.82271 -0.84913 -0.06516 -2.76 3.55 1.63 -0.03
C 1.12896 -2.09981 0.06897 2.43 -1.59 -0.31 -0.41
C -1.84044 0.69099 -0.42956 -0.33 0.71 1.79 -0.65
C 1.50604 0.50484 -0.03815 2.60 -2.67 -2.15 0.60
C -0.67848 0.39428 0.46109 3.84 -2.03 -1.21 -0.03
H -2.19990 1.72381 -0.24572 0.26 -0.32 -0.08 0.21
H -1.71281 0.56914 -1.47294 0.58 -0.22 -0.95 0.23
H 2.26278 -2.44449 -0.10303 -2.70 0.72 0.44 0.24
H -0.79316 -0.05055 1.51411 -0.08 1.65 -1.43 0.22
H 0.36697 -2.82170 0.36045 0.34 -0.09 -0.29 0.22
H -2.61968 0.06860 -0.08674 -1.27 -0.81 0.05 0.22
H 0.59521 2.29280 0.17283 -0.36 0.25 0.33 0.41
```
Positions in Å, forces in eV/Å.

Its energy above the lowest of the compared OMol25 structures with the same formula, charge and spin is 3.364 eV. The molar mass comes out at 97.12 g mol⁻¹. The gap between HOMO and LUMO is 9.75 eV. The largest force on an atom is 4.78 eV Å⁻¹.